Below is a cluster of 2 separate species, C33H30Br2NO2S in total, with properties calculated with ωB97M-V/def2-TZVPD.

Last column: Löwdin charge in e.
CARTESIAN COORDINATES (ANGSTROEM)
Br -4.89753 3.14702 -2.87222  0.826
C -3.26865 2.19533 -2.85897  -0.662
C -3.25993 0.81440 -2.83352  -0.092
C -2.06680 0.12415 -2.79516  0.023
C -0.83872 0.81341 -2.78991  -0.191
C 0.40540 0.10901 -2.74888  0.080
C 1.63222 0.73385 -2.83391  -0.054
C 2.86981 0.12465 -2.80514  0.076
C 4.11301 0.82990 -2.84731  -0.197
C 5.34070 0.13953 -2.86427  0.013
C 6.53752 0.82591 -2.87708  -0.095
C 6.54842 2.20777 -2.87412  -0.660
Br 8.18559 3.14657 -2.86913  0.829
C 5.36042 2.90934 -2.86797  -0.097
C 4.15957 2.23597 -2.85638  0.009
C -0.88287 2.22064 -2.82940  0.008
C -2.08024 2.89544 -2.86104  -0.101
H -4.20239 0.29184 -2.84833  0.116
H -2.06685 -0.95259 -2.77602  0.129
H 0.38272 -0.96052 -2.64637  0.126
H 1.62010 1.79542 -2.96650  0.082
H 2.90148 -0.94675 -2.75200  0.125
H 5.33857 -0.93752 -2.87092  0.125
H 7.48077 0.30118 -2.88644  0.113
H 5.39044 3.98752 -2.86611  0.112
H 3.24504 2.79832 -2.84550  0.110
H 0.03070 2.78525 -2.82363  0.109
H -2.10542 3.97329 -2.88092  0.111
C 1.16731 -5.17943 -0.81721  -0.088
C 1.58480 -3.71494 -0.71437  -0.283
C 0.63178 -2.88546 -0.07763  -0.021
C -0.17592 -2.20389 0.53728  -0.091
N -1.01984 -1.45937 1.29968  -0.194
C -0.52181 -0.96109 2.56661  -0.151
C 0.76410 -0.20352 2.41050  -0.217
C 1.95101 -0.67878 2.94436  -0.028
C 3.12910 0.01242 2.75815  -0.074
C 3.13488 1.17953 2.02634  -0.092
C 1.96323 1.65403 1.47838  -0.089
C 0.78576 0.96216 1.66580  -0.042
S -2.52943 -2.27091 1.43758  0.815
C -3.57456 -1.06484 2.27295  -0.306
C -4.08782 -1.36401 3.51388  -0.046
C -4.90001 -0.45570 4.16531  -0.016
C -5.20539 0.76339 3.57862  -0.264
C -6.08307 1.73456 4.28891  -0.041
C -4.68297 1.04759 2.32310  -0.022
C -3.87038 0.13702 1.67318  -0.061
O -3.11784 -2.43024 0.06159  -0.324
O -2.36452 -3.42343 2.39365  -0.313
H 1.92207 -5.79259 -1.31295  0.075
H 0.99376 -5.60795 0.17085  0.083
H 0.23633 -5.28777 -1.37581  0.081
H 2.53127 -3.63072 -0.16080  0.124
H 1.79494 -3.30836 -1.71348  0.095
H -1.28637 -0.31826 3.01362  0.129
H -0.38735 -1.81649 3.23877  0.132
H 1.94263 -1.59547 3.50705  0.117
H 4.04341 -0.35823 3.18933  0.107
H 4.05406 1.72306 1.88854  0.102
H 1.96649 2.56784 0.90915  0.098
H -0.13249 1.31715 1.23151  0.112
H -3.86087 -2.32163 3.95596  0.116
H -5.31037 -0.68554 5.13477  0.123
H -6.23166 2.64293 3.70878  0.078
H -7.06602 1.31005 4.48612  0.091
H -5.65292 2.02599 5.24531  0.089
H -4.92511 1.98746 1.85587  0.113
H -3.48333 0.34510 0.68786  0.109

Computed properties:
- Kohn-Sham gap: 0.195 hartree
- E_HOMO: -11.026 eV
- Strongest force on any atom: 4.095 eV/A
- Charge: +1
- Electronic energy: -7026.59483 Eh

***

Below is a structure of composition C33H30BrN8O2Ti, with properties calculated with ωB97M-V/def2-TZVPD.

Last column: Löwdin charge in e.
CARTESIAN COORDINATES (ANGSTROEM)
Ti 0.27779 0.42796 0.84234  0.975
Br -3.75722 5.82483 -2.23705  0.811
C -2.49369 4.76790 -1.33106  -0.680
C -1.16324 5.16081 -1.29353  -0.093
C -0.23900 4.38033 -0.62335  -0.008
C -0.64220 3.20940 0.00833  -0.261
C -1.97398 2.81412 -0.04909  -0.027
C -2.90248 3.59416 -0.71331  -0.100
N 0.26851 2.37254 0.71352  -0.036
C 1.33244 2.87695 1.28723  -0.031
C 2.20569 2.01289 2.05842  -0.235
C 3.34783 2.49213 2.69301  0.023
C 4.10378 1.63319 3.46709  -0.010
C 3.70840 0.30616 3.59622  -0.010
C 2.57538 -0.11146 2.92750  -0.074
N 1.84282 0.71039 2.17368  -0.010
H -0.84633 6.06212 -1.79881  0.114
H 0.80281 4.67383 -0.63514  0.119
H -2.27919 1.89031 0.42747  0.101
H -3.94159 3.29860 -0.75253  0.112
H 1.53207 3.94200 1.25094  0.143
H 3.61815 3.53335 2.57688  0.131
H 4.98990 1.98996 3.97459  0.128
H 4.26848 -0.38818 4.20520  0.123
H 2.22186 -1.13366 2.98992  0.112
N -2.28913 0.08152 4.30040  0.144
C -2.17910 1.45325 4.30108  -0.029
C -1.36728 1.75635 3.25789  -0.090
N -1.00058 0.59309 2.60713  0.023
C -1.55666 -0.39609 3.27869  -0.241
C -1.24655 -1.77785 2.97314  -0.271
N -0.13068 -2.09712 2.35001  0.095
C -0.15266 -3.46742 2.24782  -0.113
C -1.28643 -3.96399 2.81898  -0.044
N -1.97748 -2.87496 3.27645  0.133
H -2.77942 -0.45861 4.99493  0.174
H -2.67418 2.07651 5.02366  0.131
H -1.06079 2.72993 2.92097  0.113
H 0.64140 -4.02437 1.78297  0.107
H -1.64975 -4.96991 2.93053  0.128
H -2.88487 -2.90689 3.71170  0.171
N -0.79694 -0.50259 -0.29498  0.021
C -0.84310 -1.32419 -1.26394  -0.257
C 0.36859 -2.09692 -1.69210  -0.158
C 1.28233 -2.58329 -0.75930  -0.039
C 2.40667 -3.28631 -1.16297  -0.072
C 2.65855 -3.47763 -2.51952  -0.095
C 1.78064 -2.95428 -3.46088  -0.068
C 0.63472 -2.28211 -3.04919  -0.015
C -2.08752 -1.47941 -2.05497  -0.179
C -2.90815 -0.36390 -2.22922  -0.016
C -4.09524 -0.47579 -2.93101  -0.057
C -4.48514 -1.70748 -3.44291  -0.058
C -3.68017 -2.82389 -3.26363  -0.059
C -2.47818 -2.71052 -2.58269  -0.031
H 1.09066 -2.42822 0.29372  0.070
H 3.08353 -3.69565 -0.42326  0.114
H 3.52370 -4.04526 -2.83784  0.117
H 1.96626 -3.10009 -4.51702  0.118
H -0.05139 -1.89200 -3.78947  0.132
H -2.58403 0.58998 -1.83289  0.097
H -4.71665 0.39596 -3.08760  0.111
H -5.41905 -1.79925 -3.98125  0.113
H -3.98668 -3.78256 -3.65976  0.112
H -1.85984 -3.58723 -2.43807  0.119
N 3.69901 -0.34092 -2.19696  0.204
C 2.75508 0.71292 -2.68852  -0.017
C 1.64956 0.86449 -1.64357  -0.626
O 0.61435 1.40619 -1.95843  0.093
O 1.96509 0.38998 -0.47910  -0.144
H 3.42969 -1.27013 -2.54244  0.117
H 3.54253 -0.36086 -1.17088  0.145
H 4.67542 -0.16468 -2.42674  0.174
H 2.32478 0.42171 -3.64176  0.141
H 3.27810 1.65986 -2.80568  0.145

Computed properties:
- Energy above the lowest of the compared OMol25 structures with the same formula, charge and spin: 149.2 kJ/mol
- Kohn-Sham gap (alpha / beta): 0.227 / 0.252 hartree
- Expectation value of S²: 0.775
- E_HOMO (alpha / beta): -12.390 / -13.079 eV
- 2S+1: 2
- Strongest force on any atom: 2.407 eV/A
- Charge: +2
- Electronic energy: -5287.20825 Eh

***

Below is an isolated molecule of C33H30ClN5O3, with properties calculated with ωB97M-V/def2-TZVPD.

Last column: Löwdin charge in e.
CARTESIAN COORDINATES (ANGSTROEM)
C -1.14469 3.42892 -0.49406  -0.046
C -1.85003 2.11964 -0.35839  -0.202
C -3.21065 2.00004 -0.40074  0.031
C -3.87406 0.75282 -0.28753  -0.198
C -3.14718 -0.39399 -0.10241  0.009
C -1.74273 -0.31742 -0.04482  -0.192
N -1.01492 -1.43311 0.15489  0.102
N 0.25745 -1.37540 0.18299  0.085
C 0.87970 -0.18362 0.00854  -0.336
N 0.25597 0.98189 -0.15778  0.197
C -1.08023 0.93688 -0.18652  -0.169
N 2.22812 -0.11568 0.00280  0.118
C 3.20146 -1.10531 0.11994  -0.239
C 4.53261 -0.71904 -0.00774  -0.025
C 5.56023 -1.63950 0.08622  -0.024
C 5.27144 -2.98062 0.31709  -0.274
C 3.93598 -3.36484 0.45213  0.006
C 2.91203 -2.44842 0.35637  -0.017
H 1.88631 -2.75931 0.45811  0.085
H 3.72225 -4.40558 0.63596  0.119
O 6.18921 -3.98163 0.44743  -0.046
C 7.55101 -3.70970 0.20867  -0.183
C 7.86245 -3.55562 -1.28624  -0.182
N 9.16083 -2.95800 -1.47969  -0.184
C 10.28259 -3.80555 -1.08767  -0.187
C 11.46375 -3.38742 -1.97947  -0.164
H 11.76055 -4.21409 -2.62506  0.104
H 12.33073 -3.08815 -1.39406  0.102
C 10.91252 -2.23005 -2.81726  -0.175
H 11.08521 -1.28146 -2.30998  0.109
H 11.34935 -2.18421 -3.81266  0.105
C 9.41934 -2.52507 -2.84186  -0.204
H 8.81213 -1.64818 -3.07414  0.119
H 9.19290 -3.31475 -3.57944  0.124
H 10.49371 -3.64614 -0.02728  0.114
H 10.04809 -4.87168 -1.23112  0.117
H 7.77266 -4.54223 -1.77822  0.132
H 7.11617 -2.89288 -1.73335  0.119
H 7.88080 -2.81178 0.74420  0.125
H 8.08185 -4.57113 0.62123  0.126
H 6.57588 -1.29410 -0.02275  0.108
H 4.77291 0.31978 -0.18779  0.110
H 2.57332 0.82524 -0.14157  0.146
H -3.61306 -1.35903 0.01500  0.115
C -5.34575 0.72657 -0.35928  -0.196
C -6.08888 1.56380 0.46396  0.062
C -7.47616 1.56062 0.42311  -0.211
C -8.14936 0.71651 -0.44927  0.008
C -7.41964 -0.10621 -1.28750  -0.082
C -6.03547 -0.10340 -1.24516  -0.588
Cl -5.17198 -1.11565 -2.34990  0.729
H -7.92859 -0.75605 -1.98143  0.108
H -9.22603 0.70783 -0.48439  0.120
O -8.11941 2.38804 1.32643  0.070
C -9.24507 3.05488 0.98860  -0.412
O -9.74209 3.03147 -0.10843  0.129
C -9.77691 3.83582 2.12936  -0.126
C -9.20661 3.77955 3.39884  -0.013
C -9.74910 4.52598 4.42811  -0.073
C -10.85598 5.32876 4.20031  -0.077
C -11.42653 5.38689 2.93828  -0.071
C -10.89082 4.64293 1.90512  -0.011
H -11.31766 4.67017 0.91397  0.119
H -12.28917 6.01199 2.76279  0.105
H -11.27467 5.91002 5.00859  0.104
H -9.30811 4.48284 5.41294  0.105
H -8.34647 3.15175 3.57134  0.117
H -5.58613 2.21592 1.16178  0.135
H -3.81672 2.88343 -0.54712  0.126
H -1.85352 4.24444 -0.60901  0.077
H -0.52528 3.60774 0.38313  0.082
H -0.48184 3.40282 -1.35720  0.083

Computed properties:
- Energy above the lowest of the compared OMol25 structures with the same formula, charge and spin: 3.6 kJ/mol
- Kohn-Sham gap: 0.257 hartree
- E_HOMO: -7.470 eV
- Strongest force on any atom: 1.347 eV/A
- Electronic energy: -2235.21745 Eh

***

> The highest electronic energy belongs to which entry?

C33H30ClN5O3

***

> The highest strongest force on any atom belongs to which entry?

C33H30Br2NO2S

***

> Among the records above, which one has the lowest electronic energy?

C33H30Br2NO2S